58
Properties=species:S:1:pos:R:3:mulliken_charge:R:1 method="wB97M-V/def2-TZVPD" s2=0.782 e_homo_ev="-4.57 / -6.86" e_tot_ha=-2796.2592 multiplicity=2 largest_force_ev_per_a=3.2 gap_ev="4.134 / 6.602" lumo_energy_ev="-0.432 / -0.261"
C 1.013 -1.212 -3.996 -1.034
C 1.021 -0.874 -2.643 0.540
N -0.075 -0.905 -1.827 0.688
C -1.250 -1.168 -2.461 0.419
C -1.360 -1.388 -3.850 -0.838
C -0.192 -1.479 -4.624 -0.469
C 2.263 -0.266 -2.120 -0.745
P 2.426 -0.245 -0.342 1.081
Ti 0.015 -0.346 0.431 -0.903
P -2.440 -0.296 -0.114 1.443
C -2.591 -1.107 -1.701 -1.269
O 1.945 2.277 -2.927 -0.686
O -0.543 2.294 -2.322 -0.889
H 1.966 -1.187 -4.546 0.419
H -2.369 -1.481 -4.303 0.385
H -0.243 -1.712 -5.698 0.403
C 3.311 -1.620 0.294 -1.381
C 3.475 1.171 0.032 -1.413
H -3.338 -0.547 -2.290 0.502
H -2.979 -2.125 -1.519 0.438
H 2.166 0.958 -2.468 -0.034
H 3.183 -0.543 -2.651 0.635
C -3.734 -0.893 1.037 -1.353
C -3.017 1.403 -0.408 -1.518
H -0.272 1.907 -1.444 -0.166
H -0.586 3.265 -2.108 0.282
H 0.944 2.291 -2.933 0.496
H 2.372 2.280 -3.825 0.333
H -1.539 -1.288 0.516 0.049
H -0.129 1.155 -0.280 0.639
H 4.346 -1.629 -0.027 0.466
H 3.304 -1.559 1.380 0.358
H 2.865 -2.568 0.028 0.355
H 4.522 0.884 -0.122 0.451
H 3.223 2.038 -0.590 0.338
H 3.323 1.419 1.090 0.387
H -4.057 1.343 -0.764 0.499
H -2.995 1.971 0.533 0.302
H -2.399 1.901 -1.165 0.300
H -4.721 -0.757 0.561 0.413
H -3.546 -1.957 1.268 0.412
H -3.645 -0.296 1.964 0.420
O 0.524 -1.120 2.276 -0.839
C 0.110 -0.036 2.867 1.143
O -0.254 0.889 2.078 -0.723
C 0.027 0.186 4.293 0.324
C -0.774 1.251 4.748 -0.488
C -0.953 1.460 6.106 -0.530
C -0.299 0.627 7.044 -0.110
C 0.514 -0.442 6.575 -0.344
C 0.661 -0.661 5.207 -0.540
N -0.358 0.828 8.462 0.894
O -1.046 1.755 8.945 -0.635
O 0.324 0.028 9.153 -0.635
H -1.238 1.915 4.031 0.464
H -1.595 2.265 6.475 0.428
H 1.003 -1.070 7.326 0.429
H 1.300 -1.484 4.879 0.406